1.
H12O6 | ωB97M-V with the def2-TZVPD basis set

The geometry in XYZ format:
```
18
Properties=species:S:1:pos:R:3:forces:R:3
O 1.383158 1.408647 2.187567 0.07 -0.61 0.27
H 1.326933 0.830940 2.971569 0.20 0.46 -0.42
H 2.217883 1.173077 1.728191 -0.43 0.08 0.06
O -0.899085 1.904702 -1.215058 -1.06 1.51 -0.47
H -0.834112 2.113420 -0.277419 0.27 -0.09 0.26
H -1.333372 2.742188 -1.562407 0.75 -1.57 0.31
O 2.987803 1.038780 -0.053253 -0.66 0.84 -0.62
H 3.553215 0.517958 -0.627047 0.15 -0.05 -0.05
H 2.552551 1.699416 -0.644471 0.55 -0.78 0.69
O -1.907943 -0.804367 -1.213048 0.01 -0.32 0.24
H -1.719409 0.135390 -1.279609 0.38 0.97 0.16
H -2.112732 -1.052393 -2.107524 -0.35 -0.45 -0.57
O 0.623366 -2.101386 -0.209696 -1.45 -0.78 -0.31
H 0.049130 -2.527114 0.463237 0.63 -0.04 0.00
H 0.277883 -2.532650 -1.037764 0.57 0.64 0.60
O -2.276295 -1.832671 1.085958 1.49 -0.12 2.51
H -1.649577 -1.238641 1.601915 -0.97 -0.63 -0.38
H -2.239399 -1.475296 0.188860 -0.15 0.94 -2.28
```
Forces are in eV/Å.

Calculated values
Calculated total energy, Eh: -458.22707
Kohn-Sham gap (alpha / beta), Ha: 0.411 / 0.113
HOMO (alpha / beta), eV: -14.79 / -14.03
Spin multiplicity: 2
Energy relative to the best compared isomer or geometry (same formula, charge and spin), kJ/mol: 116.95
Charge: +1

2.
H12O6Pt | ωB97M-V with the def2-TZVPD basis set

The geometry in XYZ format:
```
19
Properties=species:S:1:pos:R:3:forces:R:3
Pt -0.073966 0.092495 0.011608 -0.24 -0.88 -0.80
O -1.041516 0.741915 -1.868202 -0.22 -0.11 -0.44
H -0.617926 0.325905 -2.619022 0.10 -0.24 -0.44
H -1.444796 1.532125 -2.227592 -0.37 0.56 0.09
O -0.085276 1.939015 0.953708 0.31 1.81 0.58
H -0.098316 2.754615 0.452858 0.07 0.42 -0.38
H -0.320136 2.200365 1.844088 -0.11 -0.11 0.61
O -1.880776 -0.241295 1.080398 -1.05 -0.07 0.60
H -1.968966 -0.120065 2.025778 0.02 0.17 0.51
H -2.563656 -0.872925 0.854698 -0.34 -0.36 -0.38
O 1.851304 0.450735 -0.913622 0.82 0.19 -0.32
H 2.604724 0.731685 -0.394332 0.33 0.26 0.25
H 2.176464 0.424445 -1.813512 -0.03 -0.10 -0.59
O -0.353276 -1.951365 -0.749432 0.15 -0.65 -0.17
H -0.927156 -2.408725 -1.364022 -0.48 0.02 -0.45
H 0.229994 -2.632055 -0.413752 0.42 -0.28 0.18
O 1.248714 -0.857145 1.449258 0.53 -0.43 0.70
H 2.146454 -0.558905 1.595308 0.44 0.19 0.07
H 1.118104 -1.550825 2.095778 -0.33 -0.38 0.39
```
Forces are in eV/Å.

Calculated values
Calculated total energy, Eh: -577.26226
Kohn-Sham gap (alpha / beta), Ha: 0.354 / 0.378
HOMO (alpha / beta), eV: -16.74 / -17.89
Spin multiplicity: 3
Energy relative to the best compared isomer or geometry (same formula, charge and spin), kJ/mol: 75.38
Charge: +2